Formula: C41H79N3O15P
Source: OMol25
Level of theory: ωB97M-V with the def2-TZVPD basis set

```
139
Properties=species:S:1:pos:R:3
C 1.078 -0.987 1.034
C 1.743 0.471 0.817
C 3.242 0.248 0.259
C 3.151 -0.203 -1.305
N 4.340 -1.083 -1.548
C 4.893 -0.949 -2.893
C 4.670 -2.056 -4.007
P 3.653 -3.614 -3.781
C 2.103 -3.421 -4.908
C 2.927 -3.800 -2.054
C 1.657 -4.825 -2.172
C 5.431 -1.666 -5.314
C 5.310 -2.787 -6.480
C 5.604 -2.268 -7.951
C 4.272 -2.078 -8.875
O 4.081 -0.719 -9.331
C 5.035 -0.340 -10.304
C 5.305 1.250 -10.426
O 5.698 -1.110 -11.025
N 6.204 -0.560 -5.634
N 6.356 0.374 -4.697
C 7.164 1.578 -5.101
C 6.030 2.827 -5.429
C 5.368 2.748 -6.971
O 4.606 2.372 -5.603
C 5.772 0.195 -3.424
C 6.070 1.370 -2.353
C 7.530 1.114 -1.704
O 8.085 0.007 -1.940
O 8.183 2.087 -0.885
C 9.483 1.517 -0.573
C 10.789 1.690 -1.460
O 9.562 0.845 0.471
H -0.021 -0.963 0.712
H 1.597 -1.807 0.422
H 1.200 -1.236 2.138
H 1.840 1.042 1.810
H 1.205 1.115 0.047
H 3.729 -0.572 0.890
H 3.836 1.222 0.321
H 3.249 0.737 -1.942
H 2.153 -0.729 -1.470
H 5.114 -0.819 -0.907
H 1.759 -4.475 -5.228
H 1.265 -2.992 -4.265
H 2.313 -2.776 -5.820
H 2.472 -2.831 -1.623
H 3.673 -4.280 -1.337
H 1.813 -5.634 -2.957
H 0.761 -4.152 -2.448
H 1.422 -5.233 -1.127
H 6.073 -3.597 -6.200
H 4.289 -3.301 -6.479
H 6.229 -1.327 -8.058
H 6.200 -3.101 -8.485
H 3.357 -2.396 -8.264
H 4.330 -2.829 -9.749
H 4.354 1.808 -10.104
H 6.098 1.479 -9.630
H 5.645 1.543 -11.469
H 7.718 1.406 -6.076
H 7.834 1.966 -4.272
H 6.252 3.911 -4.979
H 5.193 1.669 -7.320
H 4.641 3.608 -7.143
H 5.986 2.413 -2.796
H 5.343 1.313 -1.458
H 10.589 1.721 -2.583
H 11.345 2.654 -1.163
H 11.506 0.807 -1.276
C -0.674 -4.781 7.719
O -0.245 -3.436 7.620
C 1.116 -3.326 7.219
C 1.336 -2.060 6.398
O 0.831 -2.144 5.063
C -0.592 -2.117 4.923
C -1.213 -0.754 5.217
O -1.255 -0.519 6.621
C -1.146 0.854 6.945
H -0.167 -5.281 8.551
H -1.749 -4.780 7.912
H -0.495 -5.319 6.785
H 1.422 -4.196 6.627
H 1.725 -3.282 8.129
H 2.416 -1.917 6.291
H 0.956 -1.174 6.908
H -1.060 -2.911 5.505
H -0.784 -2.349 3.871
H -2.244 -0.735 4.849
H -0.632 0.023 4.707
H -0.237 1.284 6.509
H -1.073 0.942 8.031
H -2.028 1.400 6.599
C -5.405 1.211 6.129
O -5.884 2.535 5.982
C -5.017 3.496 6.576
C -5.065 4.813 5.809
O -4.361 4.780 4.566
C -4.965 4.026 3.514
C -6.221 4.672 2.934
O -7.324 4.494 3.819
C -8.256 5.557 3.746
H -5.443 0.909 7.181
H -6.054 0.549 5.550
H -4.388 1.118 5.740
H -3.985 3.130 6.600
H -5.363 3.658 7.604
H -4.551 5.568 6.413
H -6.086 5.169 5.675
H -5.142 2.996 3.821
H -4.214 3.989 2.719
H -6.477 4.189 1.987
H -6.028 5.736 2.758
H -7.763 6.517 3.933
H -9.005 5.404 4.525
H -8.750 5.567 2.770
C -7.452 1.602 2.846
O -7.937 0.393 2.289
C -9.332 0.215 2.510
C -9.967 -0.554 1.357
O -10.141 0.225 0.172
C -8.956 0.545 -0.559
C -8.335 -0.648 -1.280
O -7.646 -1.485 -0.356
C -7.653 -2.845 -0.746
H -7.489 1.557 3.938
H -6.411 1.725 2.534
H -8.021 2.459 2.479
H -9.838 1.181 2.621
H -9.446 -0.357 3.439
H -10.978 -0.840 1.666
H -9.435 -1.482 1.145
H -8.232 1.061 0.071
H -9.274 1.264 -1.320
H -7.603 -0.292 -2.012
H -9.124 -1.204 -1.799
H -8.679 -3.200 -0.895
H -7.208 -3.430 0.061
H -7.066 -2.986 -1.658
```

Values from the calculation:
- net charge = +1
- HOMO energy (eV) = -10.051
- HOMO-LUMO gap (eV) = 5.6555
- max |F| (Eh/bohr) = 0.1163